Arrangement 1

Entry from the Open Molecules 2025 dataset: C3H4N2O2 in the gas phase (the ωB97M-V functional and the def2-TZVPD basis).

Last column: Löwdin charge in e.
Atoms and positions in Å:
C 0.29 1.32 -1.12  0.1217
N -0.06 0.45 -0.25  -0.1274
N -0.29 0.79 1.05  0.0744
C -0.10 -0.32 1.75  -0.3122
O 0.27 -1.40 1.24  -0.0110
C -0.19 -1.06 -0.64  -0.3097
O -1.26 -1.52 -0.86  0.0844
H 0.42 1.02 -2.15  0.1030
H 0.45 2.33 -0.78  0.1042
H 0.77 -1.39 -1.07  0.1444
H -0.29 -0.23 2.83  0.1282

Output
LUMO energy: -0.36 eV
Total charge: 0
Multiplicity: 1
Orbital gap: 9.29 eV
HOMO: -9.65 eV

=====

Arrangement 2

Entry from the Open Molecules 2025 dataset: C3H4N2O2 in the gas phase (the ωB97M-V functional and the def2-TZVPD basis).

Last column: Löwdin charge in e.
Atoms and positions in Å:
C 0.31 -0.48 -0.07  -0.4500
C -1.63 0.74 0.00  -0.0060
C -1.92 -0.56 0.05  -0.0894
H 2.00 1.10 0.07  0.1195
H 3.25 -0.14 0.62  0.1135
H -2.20 1.70 -0.14  0.1402
H -2.86 -1.10 -0.06  0.1363
N 2.49 0.11 -0.11  -0.0329
N 1.49 -0.85 -0.09  0.0078
O -0.16 0.81 -0.14  0.0056
O -0.78 -1.32 -0.11  0.0554

Output
LUMO energy: 0.87 eV
Total charge: 0
Multiplicity: 1
Orbital gap: 9.06 eV
HOMO: -8.19 eV

=====

Arrangement 3

Entry from the Open Molecules 2025 dataset: C3H4N2O2 in the gas phase (the ωB97M-V functional and the def2-TZVPD basis).

Last column: Löwdin charge in e.
Atoms and positions in Å:
C 1.17 -0.45 -0.48  -0.0578
N -0.84 0.90 0.10  0.1939
C 0.70 1.04 0.19  -0.6785
C -1.15 -0.32 0.27  -0.2046
O 1.25 0.88 -1.06  -0.0026
N -1.73 -1.30 0.65  0.2385
O 1.12 1.67 1.14  0.0566
H -1.49 1.67 0.21  0.1755
H -1.83 -2.17 0.16  0.1019
H 2.09 -0.78 -0.02  0.0957
H 0.71 -1.16 -1.17  0.0814

Output
LUMO energy: 0.03 eV
Total charge: 0
Multiplicity: 1
Orbital gap: 8.44 eV
HOMO: -8.41 eV

=====

Stability verdict: arrangement 1, ahead by 8.3 kcal/mol

=====

Arrangement 1

Entry from the Open Molecules 2025 dataset: C3H4N2O2 in the gas phase (the ωB97M-V functional and the def2-TZVPD basis).

Last column: Löwdin charge in e.
Atoms and positions in Å:
C -1.02 -0.12 -0.05  -0.3407
C -0.40 1.14 -0.01  -0.1112
C 0.02 -1.03 -0.10  0.0450
H -2.95 0.15 -0.11  0.1470
H -0.92 2.12 0.07  0.1156
H 2.95 0.19 -0.03  0.1456
H 0.12 -2.09 0.01  0.1298
N 0.95 1.08 0.04  0.0886
N 1.12 -0.21 -0.06  -0.2638
O -2.29 -0.59 0.12  0.0184
O 2.41 -0.65 0.11  0.0259

Output
LUMO energy: 0.74 eV
Total charge: 0
Multiplicity: 1
Orbital gap: 9.35 eV
HOMO: -8.61 eV

=====

Arrangement 2

Entry from the Open Molecules 2025 dataset: C3H4N2O2 in the gas phase (the ωB97M-V functional and the def2-TZVPD basis).

Last column: Löwdin charge in e.
Atoms and positions in Å:
C -1.66 -0.40 0.08  0.0059
N -0.26 -0.03 0.23  -0.1081
N 0.73 -0.41 -0.82  0.0780
C 1.94 -0.44 -0.18  -0.4313
O 2.15 -0.20 1.00  -0.0316
C 0.06 1.19 0.21  -0.2154
O 0.24 2.33 0.25  0.2891
H -1.88 -0.38 -0.99  0.0973
H -1.80 -1.39 0.50  0.0941
H -2.28 0.34 0.60  0.1038
H 2.78 -0.61 -0.88  0.1181

Output
LUMO energy: 0.43 eV
Total charge: 0
Multiplicity: 1
Orbital gap: 9.77 eV
HOMO: -9.34 eV

=====

Stability verdict: arrangement 1, ahead by 5.7 kcal/mol

=====

Arrangement 1

Entry from the Open Molecules 2025 dataset: a gas-phase ion, C6H16N2 (charge +1) (the ωB97M-V functional and the def2-TZVPD basis).

Last column: Löwdin charge in e.
Atoms and positions in Å:
C -0.19 -1.76 1.11  -0.2065
C 0.10 -1.87 2.61  -0.0751
C -1.12 -0.56 0.82  -0.1632
N -1.23 -0.15 -0.55  0.1481
C -0.13 2.06 -0.16  -0.0358
C -0.45 0.91 -1.12  -0.3141
C 0.88 0.30 -1.72  -0.2021
N 1.69 1.23 -2.44  0.0700
H 0.72 -1.70 0.52  0.0990
H -0.68 -2.69 0.84  0.1121
H 0.97 -2.52 2.71  0.0888
H 0.29 -0.92 3.08  0.0758
H -0.75 -2.31 3.13  0.0857
H -0.64 0.24 1.39  0.1061
H -2.10 -0.65 1.29  0.1575
H -1.28 -0.93 -1.20  0.1719
H 0.81 1.82 0.35  0.0997
H -0.01 3.00 -0.70  0.0908
H -0.86 2.24 0.64  0.0940
H -1.11 1.36 -1.88  0.1666
H 1.43 -0.08 -0.86  0.1157
H 0.61 -0.52 -2.39  0.1283
H 1.42 1.34 -3.41  0.1022
H 1.62 2.17 -2.05  0.0846

Output
LUMO energy (spin up / spin down): -2.71 / -7.48 eV
Total charge: +1
Multiplicity: 2
Orbital gap (spin up / spin down): 11.33 / 6.30 eV
HOMO (spin up / spin down): -14.03 / -13.78 eV

=====

Arrangement 2

Entry from the Open Molecules 2025 dataset: a gas-phase ion, C6H16N2 (charge +1) (the ωB97M-V functional and the def2-TZVPD basis).

Last column: Löwdin charge in e.
Atoms and positions in Å:
C 0.62 0.66 1.86  -0.0469
C 0.03 -0.02 0.69  -0.3534
C 0.62 -1.59 0.49  -0.2508
C -0.68 -2.06 -0.20  -0.0980
C 1.74 -1.57 -0.56  -0.0309
N -0.02 0.73 -0.64  0.1810
C -1.07 1.70 -0.50  -0.2717
N -0.88 2.64 -1.59  0.0371
H -0.06 1.50 2.26  0.1105
H 0.72 -0.13 2.67  0.1202
H 1.64 1.07 1.54  0.1195
H -1.05 -0.12 0.92  0.1298
H 0.74 -2.02 1.49  0.1388
H -0.59 -2.93 -0.79  0.0728
H -1.22 -1.45 -0.91  0.0797
H -1.46 -2.25 0.53  0.0871
H 1.29 -0.98 -1.34  0.0564
H 2.42 -0.81 -0.11  0.1031
H 2.06 -2.49 -0.90  0.0687
H 0.92 1.20 -0.92  0.2110
H -2.11 1.25 -0.54  0.1696
H -1.00 2.28 0.50  0.1788
H -1.46 3.37 -1.49  0.0230
H -1.20 2.00 -2.45  0.1647

Output
LUMO energy (spin up / spin down): -2.79 / -8.25 eV
Total charge: +1
Multiplicity: 2
Orbital gap (spin up / spin down): 11.86 / 6.26 eV
HOMO (spin up / spin down): -14.65 / -14.51 eV

=====

Stability verdict: arrangement 1, ahead by 58.6 kcal/mol

=====

Arrangement 1

Entry from the Open Molecules 2025 dataset: C9H15NO in the gas phase (the ωB97M-V functional and the def2-TZVPD basis).

Last column: Löwdin charge in e.
Atoms and positions in Å:
O -0.47 2.19 -0.56  -0.1890
C -2.19 -1.14 -0.09  -0.0239
C -1.13 -1.77 0.48  -0.2198
N 1.11 -2.24 0.65  -0.0142
C -1.34 3.30 -0.21  -0.1139
C -0.98 -3.14 0.69  -0.2061
C 0.35 -3.34 1.31  -0.1685
C -2.20 0.37 -0.29  -0.0954
C 0.44 0.03 -0.22  -0.0963
C 0.25 -1.12 0.71  -0.3822
C -0.73 0.95 0.19  -0.2568
H -3.13 -1.52 -0.35  0.0863
H 1.14 -2.49 -0.37  0.1392
H -0.94 4.28 -0.41  0.0752
H -1.73 3.31 0.82  0.0797
H -2.34 3.23 -0.71  0.0818
H -1.82 -3.44 1.33  0.1369
H -1.12 -3.63 -0.23  0.1206
H 0.25 -3.18 2.39  0.1243
H 0.76 -4.31 1.10  0.1079
H -2.26 0.60 -1.32  0.0904
H -3.06 0.89 0.23  0.1228
H 0.44 -0.38 -1.24  0.1384
H 1.46 0.35 0.03  0.1294
H 0.35 -0.69 1.78  0.1749
H -0.63 1.17 1.30  0.1583

Output
LUMO energy: 1.01 eV
Total charge: 0
Multiplicity: 1
Orbital gap: 9.75 eV
HOMO: -8.74 eV

=====

Arrangement 2

Entry from the Open Molecules 2025 dataset: C9H15NO in the gas phase (the ωB97M-V functional and the def2-TZVPD basis).

Last column: Löwdin charge in e.
Atoms and positions in Å:
C 1.71 0.81 -1.72  -0.0219
C 2.35 0.04 -0.67  -0.0310
C 0.36 0.68 -1.47  -0.3037
C 1.35 -0.31 0.19  -0.3546
C -0.70 1.46 -2.23  -0.0213
C 1.69 -1.15 1.33  -0.0599
C -1.13 -1.50 1.22  0.0119
C -1.31 1.11 1.35  0.0252
C -1.17 -0.13 0.42  -0.4989
N 0.20 0.11 -0.27  0.0285
O -2.10 -0.18 -0.55  0.0291
H 2.00 1.11 -2.68  0.0769
H 3.39 -0.01 -0.56  0.0761
H -0.45 2.22 -2.97  0.0836
H -1.22 0.60 -2.74  0.0885
H -1.39 1.75 -1.44  0.0585
H 1.51 -0.59 2.25  0.0927
H 1.25 -2.09 1.32  0.0321
H 2.81 -1.36 1.38  0.1142
H -0.79 -2.31 0.39  0.1451
H -2.06 -1.82 1.60  0.0657
H -0.27 -1.67 1.84  0.0260
H -1.07 0.86 2.41  0.1041
H -0.70 1.90 1.07  0.0601
H -2.30 1.51 1.37  0.0721
H -1.96 -1.07 -0.84  0.1009

Output
LUMO energy: 0.74 eV
Total charge: 0
Multiplicity: 1
Orbital gap: 8.18 eV
HOMO: -7.45 eV

=====

Stability verdict: arrangement 2, ahead by 4.6 kcal/mol

=====

Arrangement 1

Entry from the Open Molecules 2025 dataset: 2 unconnected molecules or ions with the total composition C2H5NO3 (the ωB97M-V functional and the def2-TZVPD basis).

Last column: Löwdin charge in e.
Atoms and positions in Å:
C -0.48 0.21 1.69  -0.4176
N -1.51 0.94 1.22  0.1244
O 0.50 -0.08 1.04  0.0065
H -0.63 -0.18 2.71  0.1276
H -1.42 1.33 0.29  0.1135
H -2.21 1.20 1.90  0.0899
O 0.76 0.36 -2.53  0.0449
C 1.44 -0.37 -1.84  -0.4034
O 1.17 -1.67 -1.68  0.0541
H 2.17 0.10 -1.19  0.1319
H 0.21 -1.85 -1.60  0.1281

Output
LUMO energy: 0.71 eV
Total charge: 0
Multiplicity: 1
Orbital gap: 11.07 eV
HOMO: -10.36 eV

=====

Arrangement 2

Entry from the Open Molecules 2025 dataset: C2H5NO3 in the gas phase (the ωB97M-V functional and the def2-TZVPD basis).

Last column: Löwdin charge in e.
Atoms and positions in Å:
C 1.93 0.19 0.11  -0.0952
C -0.31 -0.99 -0.15  -0.3206
N 0.20 0.12 0.58  -0.1126
O 2.49 -0.71 -0.34  0.1489
O -1.63 -1.36 0.24  -0.0402
O -0.30 1.43 0.27  -0.0630
H 2.05 1.15 0.38  0.0805
H -0.27 -0.93 -1.23  0.1183
H 0.30 -1.89 0.14  0.1427
H -2.06 -0.61 0.61  0.0622
H -0.55 1.46 -0.65  0.0791

Output
LUMO energy: 0.43 eV
Total charge: 0
Multiplicity: 1
Orbital gap: 9.80 eV
HOMO: -9.37 eV

=====

Stability verdict: arrangement 1, ahead by 85.4 kcal/mol

=====

Arrangement 1

Entry from the Open Molecules 2025 dataset: a molecular structure, C2H5NO3 (the ωB97M-V functional and the def2-TZVPD basis).

Last column: Löwdin charge in e.
Atoms and positions in Å:
C -0.77 -0.25 0.44  -0.4218
C 1.65 -0.03 0.26  -0.1731
N 0.41 0.63 0.57  0.0118
O 1.08 0.74 -0.76  -0.0309
O -1.80 0.55 -0.45  -0.0085
O -0.74 -1.30 -0.35  -0.0712
H -1.42 -0.56 -1.07  0.1940
H -1.36 1.29 -0.91  0.1048
H -1.21 -0.34 1.43  0.1559
H 2.53 0.38 0.74  0.1176
H 1.63 -1.11 0.09  0.1214

Output
LUMO energy: 0.87 eV
Total charge: 0
Multiplicity: 1
Orbital gap: 11.06 eV
HOMO: -10.19 eV

=====

Arrangement 2

Entry from the Open Molecules 2025 dataset: 2 unconnected molecules or ions with the total composition C2H5NO3 (the ωB97M-V functional and the def2-TZVPD basis).

Last column: Löwdin charge in e.
Atoms and positions in Å:
C -0.40 -0.75 -1.04  -0.3507
N -0.66 -1.36 -2.28  0.0691
O 0.54 -0.97 -0.32  0.0791
H -1.13 0.07 -0.79  0.1453
H -1.63 -1.63 -2.31  0.0813
H -0.67 -0.66 -3.01  0.0860
O 0.95 2.03 3.22  0.0536
C 0.96 1.20 2.33  -0.3372
O 0.24 1.34 1.15  0.0179
H 1.52 0.24 2.39  0.1409
H 0.28 0.49 0.66  0.0149

Output
LUMO energy: 0.35 eV
Total charge: 0
Multiplicity: 1
Orbital gap: 10.84 eV
HOMO: -10.49 eV

=====

Stability verdict: arrangement 2, ahead by 88.8 kcal/mol